(1)
{"formula": "H20O10", "method": "ωB97M-V/def2-TZVPD", "symbols": ["O", "H", "H", "O", "H", "H", "O", "H", "H", "O", "H", "H", "O", "H", "H", "O", "H", "H", "O", "H", "H", "O", "H", "H", "O", "H", "H", "O", "H", "H"], "coordinates": [[-2.17113, -0.93807, -2.49881], [-2.46395, -0.02846, -2.27667], [-3.00932, -1.43638, -2.84109], [-2.01649, -2.25517, -0.23344], [-1.85184, -1.80576, -0.93694], [-2.11489, -3.12176, -0.57276], [-2.40541, -1.36860, 2.37799], [-1.69526, -1.10202, 2.86057], [-2.23245, -1.50680, 1.48294], [0.46534, 1.87443, -2.30698], [1.11023, 2.42355, -1.96052], [-0.25765, 1.79402, -1.65181], [-2.20964, 2.20206, 2.08843], [-1.67204, 2.13357, 2.87789], [-1.74644, 1.50333, 1.52288], [2.16340, 2.03357, 0.50550], [2.38769, 2.44681, -0.27314], [1.80134, 2.72243, 1.16225], [1.68364, -1.71969, -0.14084], [1.73003, -2.20872, -0.82648], [2.60064, -2.14700, 0.31327], [1.56216, -0.56027, 2.69537], [0.91703, -0.48365, 1.96410], [2.47741, -0.42280, 2.26327], [-0.44923, 0.68135, 0.32559], [-0.27652, -0.06969, -0.24097], [0.34235, 1.13607, 0.01910], [2.69831, 0.00445, -2.16761], [2.63387, -0.50051, -1.42081], [1.99882, 0.71973, -2.11029]], "forces_ev_per_angstrom": [[-2.250, -0.471, -1.087], [-0.005, -0.853, -0.301], [2.232, 1.638, 0.970], [-1.282, -3.700, 7.288], [1.530, 5.042, -7.073], [-0.220, -1.594, 0.035], [-4.169, -0.730, 0.760], [3.247, 1.070, 1.631], [0.920, -0.421, -2.208], [-2.364, -1.922, -0.797], [1.590, 2.074, 1.097], [0.570, 0.274, -0.430], [1.171, -1.396, -1.243], [-0.076, 0.193, 0.497], [-1.125, 1.283, 0.779], [-1.904, -0.317, 4.208], [1.063, 1.797, -2.478], [0.947, -1.463, -1.706], [4.107, 3.110, 9.400], [-0.383, -5.381, -8.269], [-3.822, 2.062, -1.114], [1.803, 0.340, -1.227], [0.600, -0.002, 0.301], [-2.443, -0.199, 0.937], [0.353, -0.018, -0.752], [-0.693, -1.321, 0.041], [0.592, 0.971, 0.949], [-0.420, 3.389, -3.226], [-0.497, -1.778, 3.197], [0.927, -1.678, -0.180]], "e_above_lowest_kcal_mol": 120.5, "lumo_ev": -0.2, "gap_ev": 10.250, "fmax_ev_per_a": 10.72, "multiplicity": 1}

(2)
{"formula": "C18H12Cl4N4O4Ru", "method": "ωB97M-V/def2-TZVPD", "symbols": ["Ru", "O", "C", "O", "C", "C", "N", "N", "C", "C", "O", "O", "H", "H", "H", "Cl", "C", "C", "C", "C", "C", "Cl", "C", "N", "H", "H", "H", "C", "H", "H", "H", "Cl", "C", "C", "C", "C", "C", "Cl", "C", "N", "H", "H", "H"], "coordinates": [[-0.11869, 1.12877, 0.85051], [2.14507, 4.74359, -2.95954], [2.24399, 3.53769, -3.49773], [2.90943, 3.34485, -4.49569], [1.52270, 2.43957, -2.82101], [1.50040, 1.12602, -3.24839], [0.77447, 0.40943, -2.39108], [0.33739, 1.18399, -1.38152], [0.76560, 2.41964, -1.63739], [0.35998, 3.50603, -0.68498], [0.63858, 4.68591, -0.97294], [-0.26073, 3.16667, 0.37246], [1.54767, 4.74861, -2.13998], [1.94507, 0.68112, -4.12164], [0.57411, -0.64013, -2.48894], [-2.92336, -0.10996, -2.26528], [-2.55678, -0.08277, -0.57191], [-3.54646, 0.17654, 0.50297], [-3.18533, 0.29419, 1.92594], [-1.88543, 0.13875, 2.61068], [-0.90896, -0.72902, 2.06786], [0.13715, -1.27503, 3.58312], [-1.48974, -0.63513, -0.06709], [0.68824, -1.09279, 0.48635], [-4.57137, 0.36220, 0.20134], [-4.00475, 0.58261, 2.57483], [-1.83281, 0.32629, 3.66958], [1.35674, 1.85838, 2.12530], [2.15163, 2.29540, 1.51515], [1.76425, 1.02993, 2.70926], [0.93845, 2.61887, 2.79030], [-0.58484, -1.20896, 0.79506], [-0.88364, -2.63649, 0.81027], [-1.28039, -3.89437, 0.93226], [-0.28484, -4.88127, 1.18735], [1.12660, -4.67949, 1.21368], [1.79650, -3.46145, 0.95553], [0.15751, -2.52493, -2.49082], [2.21081, -2.34710, 0.54877], [1.96368, -1.03813, 0.22811], [-2.33515, -4.12540, 0.80458], [-0.64058, -5.89331, 1.34907], [1.73782, -5.54933, 1.42560]], "forces_ev_per_angstrom": [[0.348, 1.766, 0.220], [0.316, -0.036, -0.424], [0.102, 0.166, 0.000], [-0.024, -0.054, -0.067], [0.051, 0.239, 0.023], [-0.139, -0.185, -0.158], [0.292, 0.360, 0.086], [0.113, -0.112, -0.676], [-0.180, -0.115, 0.225], [-0.081, 0.118, 0.263], [-0.120, -0.014, 0.150], [0.033, 0.080, -0.395], [-0.200, -0.005, 0.092], [0.006, -0.024, 0.003], [-0.190, 0.058, 0.556], [-0.162, 0.411, 0.091], [-3.264, 0.121, 2.662], [1.045, 0.469, 0.867], [0.995, -0.141, -1.676], [-4.048, -0.216, -2.475], [-1.454, 6.327, 15.301], [0.170, -0.200, -0.592], [-5.724, 5.238, -7.967], [8.682, 4.496, -2.339], [-0.071, 0.122, 0.239], [-0.009, 0.196, -0.065], [-0.054, 0.197, -0.052], [-0.244, -0.821, 0.131], [-0.079, 0.043, -0.065], [0.098, 0.060, 0.028], [-0.051, 0.042, -0.078], [1.000, -7.628, -3.915], [-1.813, -6.502, 0.170], [1.096, -0.678, 0.138], [1.017, -0.086, 0.002], [-0.763, 0.985, -0.401], [-0.222, -0.260, -0.221], [0.013, 0.007, -0.281], [-0.102, -0.196, 0.000], [3.434, -3.799, 0.514], [0.075, -0.302, 0.061], [0.139, -0.056, 0.011], [-0.033, -0.069, 0.016]], "total_charge": -2, "e_above_lowest_kcal_mol": 616.5, "lumo_ev": [4.8, 3.9], "gap_ev": [5.786, 5.562], "fmax_ev_per_a": 16.62, "multiplicity": 5}

(3)
{"formula": "C5H14N2", "method": "ωB97M-V/def2-TZVPD", "symbols": ["C", "C", "N", "C", "C", "C", "N", "H", "H", "H", "H", "H", "H", "H", "H", "H", "H", "H", "H", "H", "H"], "coordinates": [[-1.42789, 0.66685, -2.67948], [-0.23145, 0.16054, -1.88858], [-0.60769, -0.04067, -0.47773], [0.49789, -0.14482, 0.47111], [0.88924, 1.26279, 0.90486], [-0.00222, -0.93356, 1.68033], [1.09433, -1.17398, 2.62076], [-1.56681, 1.74694, -2.57989], [-2.31257, 0.14792, -2.31967], [-1.31583, 0.44071, -3.74361], [0.10443, -0.80234, -2.30044], [0.61856, 0.84585, -1.88863], [-1.20365, -0.85481, -0.38958], [1.36337, -0.67471, 0.04976], [1.80442, 1.29822, 1.48327], [0.92619, 1.96057, 0.06937], [0.09306, 1.64542, 1.53640], [-0.77877, -0.39198, 2.20395], [-0.38683, -1.89939, 1.33253], [0.78624, -1.29449, 3.57231], [1.65597, -1.96509, 2.34293]], "forces_ev_per_angstrom": [[0.338, 0.082, -0.273], [-0.139, -0.496, 0.797], [-0.011, 0.153, -0.122], [-0.528, 0.451, 0.165], [-0.193, 0.139, 0.024], [0.984, -0.721, 0.060], [0.144, 0.393, -0.049], [-0.070, -0.182, 0.157], [-0.206, 0.071, -0.037], [0.000, 0.053, 0.061], [0.175, 0.163, -0.198], [-0.103, 0.028, -0.243], [-0.012, -0.016, -0.161], [0.053, -0.066, -0.061], [0.236, -0.063, -0.050], [0.300, -0.125, -0.164], [-0.183, 0.054, 0.199], [-0.299, 0.173, -0.083], [-0.413, 0.084, -0.110], [-0.065, -0.131, -0.005], [-0.006, -0.043, 0.094]], "e_above_lowest_kcal_mol": 14.0, "lumo_ev": 1.1, "gap_ev": 9.731, "fmax_ev_per_a": 1.22, "multiplicity": 1}

(4)
{"formula": "C4H8N2O", "method": "ωB97M-V/def2-TZVPD", "symbols": ["C", "N", "C", "C", "N", "C", "O", "H", "H", "H", "H", "H", "H", "H", "H"], "coordinates": [[-1.84393, 0.67085, 0.71004], [-0.46425, 0.24021, 0.91855], [0.21510, -0.07376, -0.30977], [-0.33573, -1.23554, -1.04615], [-0.74925, -2.16587, -1.59240], [1.70924, -0.35292, -0.23190], [2.44798, 0.68433, 0.37983], [-2.46731, -0.06398, 0.17472], [-2.29996, 0.88239, 1.67933], [-1.84641, 1.60202, 0.13118], [-0.42956, -0.56014, 1.54228], [0.10943, 0.79827, -0.97184], [1.88246, -0.54903, -1.29714], [1.98958, -1.28069, 0.27778], [1.85892, 1.38018, 0.70639]], "forces_ev_per_angstrom": [[-0.132, 0.106, 0.028], [0.084, -0.135, 0.137], [-0.117, 0.035, -0.161], [-0.763, -0.830, -0.475], [0.312, 0.727, 0.444], [-0.063, -0.050, 0.339], [-0.020, 0.161, -0.527], [0.140, 0.086, 0.110], [0.027, -0.040, -0.122], [0.019, -0.152, 0.096], [-0.001, 0.103, 0.010], [-0.047, -0.108, 0.076], [1.072, 0.499, 0.056], [-0.481, -0.036, 0.097], [-0.029, -0.364, -0.107]], "e_above_lowest_kcal_mol": 47.0, "lumo_ev": 0.8, "gap_ev": 10.876, "fmax_ev_per_a": 1.22, "multiplicity": 1}

(5)
{"formula": "C7H10N", "method": "ωB97M-V/def2-TZVPD", "symbols": ["C", "C", "C", "C", "C", "N", "C", "C", "H", "H", "H", "H", "H", "H", "H", "H", "H", "H"], "coordinates": [[3.15579, -0.62831, -0.01907], [2.06850, -0.25657, 0.41297], [0.55385, -0.06031, 0.83085], [0.04511, 1.44982, 0.75112], [-0.54575, 1.58648, -0.70051], [-0.66720, 0.41979, -1.29368], [-0.26517, -0.70313, -0.39797], [-1.66339, -1.21217, 0.19594], [3.99036, -1.22929, -0.47513], [0.35506, -0.62961, 1.78733], [-0.47178, 1.92939, 1.62931], [1.02401, 2.03189, 0.66686], [-0.85179, 2.52748, -1.25681], [-1.00584, 0.28559, -2.25388], [0.37994, -1.44834, -0.96653], [-1.69087, -1.15417, 1.32853], [-1.86925, -2.30646, -0.05745], [-2.54161, -0.60209, -0.18186]], "forces_ev_per_angstrom": [[-1.494, -0.614, 0.116], [-0.118, -0.287, 0.016], [1.167, -0.321, -2.111], [2.112, 0.672, -1.178], [-0.483, -1.017, 0.119], [1.427, 2.177, 1.636], [-1.075, -1.246, 1.314], [-0.437, -1.240, 0.031], [-1.109, 1.418, 0.879], [0.157, 0.904, -1.203], [-0.016, -0.761, -1.218], [-1.242, -0.281, 0.183], [0.464, -1.201, 0.962], [0.206, 0.097, 0.519], [-1.189, 0.892, 0.752], [0.189, 0.027, -1.391], [0.315, 1.517, 0.234], [1.127, -0.737, 0.341]], "total_charge": 1, "e_above_lowest_kcal_mol": 57.2, "lumo_ev": -4.8, "gap_ev": 9.102, "fmax_ev_per_a": 3.07, "multiplicity": 1}

(6)
{"formula": "C4H12ClNSi", "method": "ωB97M-V/def2-TZVPD", "symbols": ["C", "C", "C", "C", "N", "Si", "Cl", "H", "H", "H", "H", "H", "H", "H", "H", "H", "H", "H", "H"], "coordinates": [[0.20003, -2.08895, -0.20579], [-1.44345, -0.61927, -1.43866], [-0.05325, 1.16661, 1.96069], [-0.80683, -0.90154, -0.16670], [0.16864, 1.14250, 0.59417], [1.53737, 1.65322, -0.34699], [1.12108, 1.31286, -2.27787], [-0.32086, -3.04575, 0.10255], [0.55944, -2.10497, -1.20369], [0.90964, -1.90806, 0.50718], [-2.35043, -0.05064, -1.22576], [-1.70296, -1.53105, -1.99492], [-0.76060, 0.02985, -1.87930], [-1.03057, 0.76559, 2.45376], [0.71445, 0.62083, 2.53161], [-0.00785, 2.33266, 2.07470], [-1.32238, -0.73915, 0.84501], [1.84400, 3.09095, -0.34483], [2.74454, 0.87432, 0.01485]], "forces_ev_per_angstrom": [[-3.491, 0.767, -0.088], [-2.304, -0.033, 1.295], [-0.209, 1.732, 1.894], [1.452, -0.301, 3.522], [-0.690, -2.342, -3.958], [-1.023, -0.785, 2.196], [0.039, -0.217, -1.445], [0.328, 0.985, -0.623], [0.705, -0.508, -0.746], [2.220, 0.284, 1.630], [-0.073, 0.037, -0.416], [0.424, 0.287, -0.020], [0.874, 0.788, -1.682], [0.989, 0.790, -1.512], [0.167, 0.461, 0.306], [-0.171, -1.902, 1.282], [0.613, -0.303, -1.821], [-0.032, 0.176, 0.360], [0.184, 0.084, -0.174]], "e_above_lowest_kcal_mol": 115.8, "lumo_ev": [-0.2, -0.2], "gap_ev": [7.824, 7.811], "fmax_ev_per_a": 4.65, "multiplicity": 1}